Entry 1:
{
  "formula": "C30H90O40P10",
  "method": "ωB97M-V/def2-TZVPD",
  "e_lumo_ev": 0.2825,
  "relative_energy_kcal_mol": 194.3,
  "gap_ev": 10.674,
  "homo_energy_ev": -10.39,
  "max_force_ev_per_a": 4.45,
  "symbols": ["C", "O", "P", "O", "O", "C", "O", "C", "H", "H", "H", "H", "H", "H", "H", "H", "H", "C", "O", "P", "O", "O", "C", "O", "C", "H", "H", "H", "H", "H", "H", "H", "H", "H", "C", "O", "P", "O", "O", "C", "O", "C", "H", "H", "H", "H", "H", "H", "H", "H", "H", "C", "O", "P", "O", "O", "C", "O", "C", "H", "H", "H", "H", "H", "H", "H", "H", "H", "C", "O", "P", "O", "O", "C", "O", "C", "H", "H", "H", "H", "H", "H", "H", "H", "H", "C", "O", "P", "O", "O", "C", "O", "C", "H", "H", "H", "H", "H", "H", "H", "H", "H", "C", "O", "P", "O", "O", "C", "O", "C", "H", "H", "H", "H", "H", "H", "H", "H", "H", "C", "O", "P", "O", "O", "C", "O", "C", "H", "H", "H", "H", "H", "H", "H", "H", "H", "C", "O", "P", "O", "O", "C", "O", "C", "H", "H", "H", "H", "H", "H", "H", "H", "H", "C", "O", "P", "O", "O", "C", "O", "C", "H", "H", "H", "H", "H", "H", "H", "H", "H"],
  "coordinates": [[-1.690, 6.412, -9.721], [-3.081, 6.461, -10.063], [-3.624, 5.310, -11.041], [-3.058, 5.156, -12.386], [-3.598, 4.012, -10.111], [-4.301, 3.956, -8.891], [-5.198, 5.725, -11.148], [-5.624, 6.888, -11.876], [-1.203, 5.438, -9.747], [-1.488, 6.667, -8.681], [-1.038, 7.118, -10.235], [-3.569, 3.703, -8.124], [-5.104, 3.219, -8.933], [-4.763, 4.922, -8.687], [-4.826, 7.532, -12.248], [-6.368, 7.510, -11.379], [-6.194, 6.581, -12.753], [0.335, -1.981, -12.166], [1.125, -1.178, -11.331], [1.603, -1.579, -9.829], [2.755, -2.546, -9.787], [0.262, -2.098, -9.060], [0.327, -2.205, -7.695], [1.931, -0.197, -9.150], [3.267, 0.405, -9.342], [0.783, -2.331, -13.096], [-0.566, -1.444, -12.458], [-0.083, -2.914, -11.787], [0.343, -1.261, -7.149], [1.210, -2.778, -7.413], [-0.433, -2.866, -7.278], [3.999, -0.195, -9.883], [3.766, 0.421, -8.372], [3.287, 1.409, -9.765], [13.970, -0.515, -0.173], [14.536, -1.353, 0.807], [14.055, -2.874, 1.008], [12.815, -3.150, 0.204], [13.872, -3.063, 2.618], [12.720, -2.481, 3.235], [15.378, -3.797, 0.600], [16.491, -3.915, 1.439], [14.822, 0.124, -0.407], [13.194, 0.123, 0.248], [13.738, -0.941, -1.149], [12.464, -3.042, 4.134], [11.832, -2.225, 2.656], [12.980, -1.582, 3.793], [16.509, -3.016, 2.056], [17.414, -3.946, 0.861], [16.381, -4.885, 1.924], [-7.293, -0.652, -2.349], [-8.336, -0.100, -1.619], [-8.582, 1.531, -1.850], [-7.426, 2.375, -1.582], [-9.118, 1.587, -3.461], [-10.083, 0.711, -4.012], [-9.939, 1.874, -1.039], [-10.122, 3.167, -0.468], [-6.401, -0.025, -2.338], [-7.752, -0.724, -3.335], [-6.971, -1.647, -2.041], [-11.071, 1.146, -3.864], [-10.094, -0.263, -3.522], [-9.844, 0.626, -5.072], [-10.425, 3.067, 0.574], [-10.967, 3.647, -0.962], [-9.227, 3.789, -0.485], [-0.963, -0.984, 1.872], [-0.567, -0.073, 0.698], [1.021, 0.173, 0.439], [1.798, 0.681, 1.613], [0.994, 1.106, -0.895], [0.480, 2.447, -0.880], [1.547, -1.255, -0.163], [2.636, -1.901, 0.418], [-1.783, -1.613, 1.525], [-1.170, -0.476, 2.814], [-0.214, -1.754, 2.056], [-0.608, 2.401, -0.904], [0.903, 3.083, -1.659], [0.636, 2.870, 0.113], [3.216, -1.342, 1.152], [3.368, -2.061, -0.374], [2.288, -2.845, 0.837], [3.990, 10.646, 1.556], [5.138, 10.984, 0.788], [5.733, 9.880, -0.282], [6.980, 10.316, -0.921], [4.448, 9.638, -1.284], [4.311, 10.161, -2.542], [5.925, 8.488, 0.589], [6.068, 7.237, -0.054], [3.255, 10.286, 0.837], [3.513, 11.469, 2.088], [4.157, 9.825, 2.254], [3.312, 10.561, -2.714], [4.381, 9.265, -3.159], [5.081, 10.889, -2.797], [5.657, 6.404, 0.517], [7.021, 6.916, -0.474], [5.403, 7.331, -0.913], [-6.605, -8.801, -3.058], [-5.245, -8.937, -2.656], [-4.799, -9.513, -1.231], [-5.358, -8.856, -0.053], [-5.084, -11.100, -1.531], [-4.352, -12.123, -0.826], [-3.168, -9.472, -1.423], [-2.397, -8.310, -1.197], [-6.926, -7.773, -2.890], [-7.205, -9.474, -2.446], [-6.726, -9.075, -4.106], [-5.002, -12.850, -0.337], [-3.785, -11.693, 0.000], [-3.686, -12.629, -1.525], [-1.714, -8.093, -2.018], [-1.885, -8.477, -0.250], [-3.061, -7.448, -1.120], [-1.483, 8.241, 9.312], [-1.116, 6.850, 9.069], [-2.161, 5.902, 8.240], [-3.585, 6.128, 8.574], [-1.719, 5.982, 6.644], [-2.528, 5.262, 5.734], [-1.563, 4.408, 8.659], [-0.176, 4.112, 8.686], [-0.760, 8.945, 9.725], [-2.293, 8.259, 10.040], [-1.881, 8.654, 8.385], [-3.283, 4.607, 6.169], [-1.857, 4.689, 5.093], [-3.139, 5.931, 5.129], [0.396, 4.834, 8.103], [-0.191, 3.101, 8.280], [0.273, 4.148, 9.679], [7.104, -7.071, 4.543], [5.907, -7.426, 5.292], [5.739, -7.027, 6.855], [4.663, -7.711, 7.549], [7.152, -7.399, 7.509], [7.388, -8.735, 7.801], [5.732, -5.416, 6.921], [4.594, -4.622, 7.069], [6.705, -6.349, 3.831], [7.438, -7.994, 4.069], [7.875, -6.519, 5.080], [7.836, -8.825, 8.790], [8.137, -9.176, 7.143], [6.474, -9.323, 7.880], [3.704, -5.154, 6.733], [4.776, -3.845, 6.327], [4.610, -4.146, 8.050], [-9.087, -3.008, 5.798], [-9.189, -2.458, 7.089], [-7.895, -1.930, 7.911], [-6.678, -2.787, 7.941], [-8.481, -1.602, 9.392], [-8.958, -2.548, 10.373], [-7.681, -0.460, 7.312], [-8.747, 0.421, 7.237], [-9.674, -2.434, 5.081], [-9.554, -3.990, 5.720], [-8.056, -2.957, 5.448], [-10.026, -2.757, 10.309], [-8.555, -2.385, 11.372], [-8.508, -3.488, 10.054], [-9.227, 0.439, 6.259], [-8.566, 1.472, 7.462], [-9.540, 0.188, 7.948]]
}


Entry 2:
{
  "formula": "C30H93N3O15",
  "method": "ωB97M-V/def2-TZVPD",
  "e_lumo_ev": -0.1410,
  "relative_energy_kcal_mol": 0.0,
  "gap_ev": 9.056,
  "homo_energy_ev": -9.20,
  "max_force_ev_per_a": 3.02,
  "symbols": ["C", "C", "C", "O", "H", "H", "H", "H", "H", "H", "H", "H", "C", "C", "C", "O", "H", "H", "H", "H", "H", "H", "H", "H", "C", "C", "C", "O", "H", "H", "H", "H", "H", "H", "H", "H", "C", "C", "C", "O", "H", "H", "H", "H", "H", "H", "H", "H", "C", "C", "C", "O", "H", "H", "H", "H", "H", "H", "H", "H", "C", "C", "C", "O", "H", "H", "H", "H", "H", "H", "H", "H", "O", "H", "H", "O", "H", "H", "O", "H", "H", "O", "H", "H", "O", "H", "H", "O", "H", "H", "C", "C", "C", "O", "C", "N", "H", "H", "H", "H", "H", "H", "H", "H", "H", "H", "H", "C", "C", "C", "O", "C", "N", "H", "H", "H", "H", "H", "H", "H", "H", "H", "H", "H", "C", "C", "C", "O", "C", "N", "H", "H", "H", "H", "H", "H", "H", "H", "H", "H", "H"],
  "coordinates": [[-0.486, 1.345, -0.180], [-0.329, 0.010, -0.885], [0.255, -1.059, 0.089], [-1.609, -0.412, -1.230], [-1.087, 2.022, -0.788], [0.447, 1.866, 0.032], [-1.079, 1.212, 0.725], [0.343, 0.197, -1.722], [1.177, -0.830, 0.624], [0.411, -1.972, -0.486], [-0.360, -1.329, 0.948], [-2.169, -0.428, -0.451], [-5.496, 2.256, 2.589], [-4.686, 1.994, 3.916], [-3.165, 1.880, 3.777], [-4.926, 3.107, 4.763], [-6.493, 2.686, 2.682], [-5.600, 1.283, 2.108], [-4.891, 2.909, 1.960], [-5.163, 1.172, 4.450], [-2.921, 1.224, 2.940], [-2.768, 1.541, 4.734], [-2.795, 2.872, 3.518], [-4.457, 3.827, 4.336], [-3.431, -2.906, 0.240], [-4.447, -1.800, 0.629], [-4.814, -1.886, 2.090], [-3.799, -0.604, 0.521], [-3.225, -2.963, -0.829], [-3.809, -3.878, 0.557], [-2.505, -2.799, 0.805], [-5.252, -1.877, -0.101], [-5.197, -2.893, 2.256], [-5.520, -1.108, 2.382], [-3.933, -1.829, 2.730], [-4.436, -0.105, 0.005], [-3.248, 6.496, 0.160], [-2.762, 5.868, 1.484], [-1.578, 4.932, 1.353], [-2.350, 6.840, 2.440], [-2.346, 6.800, -0.370], [-3.928, 7.326, 0.352], [-3.794, 5.746, -0.413], [-3.569, 5.330, 1.981], [-1.338, 4.459, 2.305], [-0.751, 5.415, 0.832], [-1.949, 4.062, 0.811], [-1.496, 7.162, 2.141], [-3.991, 2.484, -1.505], [-5.318, 1.910, -1.054], [-6.508, 2.680, -1.691], [-5.408, 0.590, -1.410], [-3.188, 1.746, -1.510], [-3.590, 3.173, -0.762], [-4.024, 3.019, -2.454], [-5.353, 2.033, 0.028], [-6.305, 2.902, -2.739], [-6.767, 3.570, -1.117], [-7.424, 2.090, -1.675], [-5.325, 0.582, -2.367], [-1.693, -5.813, 1.971], [-0.709, -4.830, 2.650], [0.283, -5.596, 3.511], [0.035, -4.370, 1.530], [-2.512, -6.089, 2.635], [-1.177, -6.699, 1.602], [-2.169, -5.413, 1.076], [-1.141, -3.978, 3.175], [1.033, -4.888, 3.864], [0.724, -6.480, 3.051], [-0.124, -6.010, 4.434], [0.750, -3.779, 1.777], [0.475, -4.541, -1.312], [1.365, -4.761, -1.037], [-0.054, -4.652, -0.523], [-2.629, 0.334, -3.830], [-2.336, 0.078, -2.955], [-3.525, 0.004, -3.890], [1.660, -2.499, 3.046], [1.299, -2.177, 3.873], [2.369, -1.890, 2.840], [-0.965, -2.780, -3.043], [-0.322, -3.326, -2.590], [-1.348, -2.238, -2.354], [3.391, -0.450, 2.648], [2.649, 0.145, 2.534], [3.758, -0.216, 3.500], [1.961, 2.070, 2.186], [1.947, 2.940, 2.586], [2.002, 2.239, 1.244], [1.009, -0.551, -4.663], [1.750, 0.839, -4.719], [3.292, 0.792, -4.625], [3.754, -0.046, -3.530], [5.180, -0.048, -3.436], [1.272, 1.439, -5.928], [1.565, -1.268, -4.060], [0.911, -1.013, -5.645], [0.009, -0.464, -4.238], [1.343, 1.353, -3.848], [3.516, 1.845, -4.453], [3.791, 0.510, -5.551], [5.681, -0.399, -4.338], [5.532, -0.614, -2.574], [5.556, 0.952, -3.220], [1.543, 2.411, -5.976], [1.800, 1.028, -6.684], [3.772, -2.083, -0.429], [3.555, -3.295, 0.561], [4.039, -4.567, -0.141], [3.042, -5.046, -1.099], [3.495, -5.983, -2.032], [4.403, -3.018, 1.688], [4.831, -1.917, -0.629], [3.331, -1.179, -0.010], [3.208, -2.336, -1.327], [2.499, -3.344, 0.830], [3.984, -5.433, 0.518], [5.038, -4.379, -0.535], [4.149, -5.495, -2.754], [2.687, -6.324, -2.680], [3.986, -6.805, -1.511], [4.253, -3.630, 2.478], [4.147, -2.109, 2.046], [6.186, 4.087, 0.206], [5.568, 2.940, 1.114], [4.564, 2.027, 0.258], [3.454, 2.731, -0.230], [2.873, 2.204, -1.388], [6.592, 2.128, 1.812], [6.909, 4.610, 0.833], [5.403, 4.771, -0.121], [6.756, 3.764, -0.665], [4.943, 3.410, 1.874], [4.188, 1.234, 0.905], [5.061, 1.497, -0.554], [3.521, 2.298, -2.260], [1.913, 2.648, -1.652], [2.662, 1.146, -1.237], [7.007, 2.811, 2.429], [6.001, 1.600, 2.438]]
}